[1]
The following is a DFT calculation (ωB97M-V/def2-TZVPD) of C20H14N3O7Pt as an isolated structure.

Structure (ORCA input):
```
! RIJCOSX wB97M-V def2-TZVPD def2/J DEFGRID3
* xyz 1 1
Pt -0.238 0.328 -0.277
O 3.904 -1.125 -1.277
C 2.744 -0.591 -0.893
O 2.225 0.359 -1.398
C 2.180 -1.354 0.303
C 3.017 -2.239 0.968
C 2.552 -2.902 2.082
C 1.251 -2.673 2.480
C 0.444 -1.796 1.772
N 0.907 -1.126 0.692
C -1.006 -1.542 2.210
O -1.512 -2.340 3.151
O -1.666 -0.674 1.731
H 4.248 -0.594 -2.013
H 4.024 -2.379 0.608
H 3.187 -3.584 2.630
H 0.888 -3.177 3.364
H -0.926 -3.048 3.434
N -2.991 -4.262 -5.428
C -2.563 -3.551 -4.636
C -2.017 -2.666 -3.637
C -2.213 -1.297 -3.717
C -1.672 -0.483 -2.739
N -0.962 -0.984 -1.715
C -0.772 -2.309 -1.644
C -1.280 -3.182 -2.578
H -2.780 -0.861 -4.526
H -1.803 0.587 -2.756
H -0.196 -2.679 -0.809
H -1.107 -4.244 -2.483
O -1.618 5.605 0.408
C -0.855 4.699 1.014
C -0.216 5.073 2.203
C 0.595 4.190 2.876
C 0.807 2.893 2.396
C 0.166 2.558 1.234
C -0.673 3.399 0.509
C -1.361 2.982 -0.732
O -2.045 3.759 -1.375
O -1.244 1.734 -1.159
H -1.971 5.186 -0.413
H -0.378 6.078 2.569
H 1.081 4.504 3.791
H 1.450 2.198 2.916
H 0.395 1.530 0.865
*
```

The calculation puts the LUMO energy at -4.6 eV. For the HOMO-LUMO gap, the calculation gives 6.669 eV. Its maximum force is 0.61 eV/A. For the energy, the calculation gives -43010.4390 eV.



[2]
The following is a DFT calculation (ωB97M-V/def2-TZVPD) of C20H14N4O4RhS6 as an isolated structure.

Structure (ORCA input):
```
! RIJCOSX wB97M-V def2-TZVPD def2/J DEFGRID3
* xyz -1 1
Rh -0.154 -0.494 0.337
N 7.225 -0.725 -3.432
C 6.223 -0.751 -2.465
C 4.895 -0.505 -2.820
C 3.906 -0.482 -1.856
C 4.235 -0.702 -0.526
C 5.546 -0.956 -0.160
C 6.537 -0.979 -1.125
S 2.978 -0.679 0.701
O 1.792 -1.233 0.006
O 3.439 -1.455 1.822
N 2.834 0.857 1.009
C 1.768 1.389 1.598
N 0.602 0.687 1.820
C -0.309 1.243 2.647
C -0.154 2.489 3.183
C 0.968 3.198 2.743
N 1.907 2.677 1.997
H 6.923 -0.899 -4.376
H 8.074 -1.210 -3.193
H 4.642 -0.336 -3.860
H 2.874 -0.302 -2.129
H 5.777 -1.146 0.879
H 7.564 -1.181 -0.843
H -1.179 0.635 2.847
H -0.891 2.917 3.845
H 1.097 4.244 3.009
S -4.327 5.364 -0.193
C -3.417 3.985 -0.180
S -1.837 3.874 -0.860
C -1.545 2.190 -0.504
C -2.526 1.552 0.157
S -2.381 -0.114 0.651
S -3.939 2.503 0.534
S -0.058 1.427 -0.993
O -0.699 -2.224 1.492
C -0.660 -2.980 0.472
O -0.569 -2.496 -0.681
C -0.689 -4.460 0.664
C -0.213 -5.293 -0.341
C -0.207 -6.667 -0.153
C -0.688 -7.209 1.031
C -1.172 -6.376 2.032
C -1.164 -5.001 1.852
H 0.148 -4.846 -1.257
H 0.175 -7.317 -0.931
H -0.681 -8.282 1.178
H -1.547 -6.798 2.955
H -1.519 -4.332 2.625
*
```

The calculation puts the LUMO energy at 2.3 eV. For the HOMO-LUMO gap, the calculation gives 6.641 eV. Its maximum force is 1.00 eV/A. For the energy, the calculation gives -103141.5053 eV.



[3]
The following is a DFT calculation (ωB97M-V/def2-TZVPD) of C20H15Cl2IN3O5PtS as an isolated structure.

Structure (ORCA input):
```
! RIJCOSX wB97M-V def2-TZVPD def2/J DEFGRID3
* xyz -1 1
Pt -0.403 1.776 -0.301
N -1.609 -0.696 2.833
C -2.466 -1.187 1.869
C -3.448 -2.171 1.884
C -4.112 -2.398 0.694
C -3.806 -1.676 -0.471
C -2.836 -0.695 -0.478
C -2.175 -0.449 0.721
N -1.167 0.459 1.011
C -0.852 0.292 2.269
C 0.174 0.977 3.043
C 0.710 0.474 4.194
S 1.922 1.520 4.773
C 1.602 2.579 3.446
N 0.681 2.182 2.640
H -1.544 -0.998 3.787
H -3.680 -2.733 2.779
H -4.886 -3.154 0.658
H -4.342 -1.900 -1.384
H -2.578 -0.130 -1.363
H 0.515 -0.466 4.682
H 2.148 3.502 3.321
Cl -1.592 1.718 -3.221
C -0.573 3.105 -3.658
Cl 0.049 2.855 -5.307
C 0.587 3.489 -2.686
O 1.389 4.270 -3.167
O 0.593 3.086 -1.478
H -1.235 3.964 -3.702
O 1.343 -1.366 -3.007
C 2.211 -1.969 -2.182
C 2.927 -3.061 -2.680
C 3.842 -3.721 -1.884
C 4.065 -3.311 -0.572
C 3.350 -2.236 -0.077
C 2.420 -1.553 -0.855
C 1.655 -0.413 -0.227
O 1.820 -0.141 0.958
O 0.828 0.180 -1.031
H 0.946 -0.622 -2.480
H 2.745 -3.366 -3.703
H 4.388 -4.566 -2.289
H 4.787 -3.825 0.050
H 3.487 -1.887 0.938
I -1.859 5.059 -0.526
C -1.726 3.111 0.412
H -1.548 3.360 1.458
H -2.745 2.732 0.310
*
```

The calculation puts the LUMO energy at 1.9 eV. For the HOMO-LUMO gap, the calculation gives 6.950 eV. Its maximum force is 0.36 eV/A. For the energy, the calculation gives -82923.3002 eV.



[4]
The following is a DFT calculation (ωB97M-V/def2-TZVPD) of C20H15ClF6N4O4PdS2 as an isolated structure at a distorted geometry.

Structure (ORCA input):
```
! RIJCOSX wB97M-V def2-TZVPD def2/J DEFGRID3
* xyz 2 1
Pd -0.079 0.261 -0.210
F 1.170 -5.021 -1.962
C 1.899 -4.111 -1.349
F 2.970 -3.818 -2.063
F 2.242 -4.519 -0.145
S 0.914 -2.552 -1.168
O 1.719 -1.626 -0.394
O 0.427 -2.095 -2.426
N -0.275 -3.094 -0.207
S -1.195 -2.046 0.387
O -0.554 -1.077 1.343
O -1.896 -1.152 -0.565
C -2.311 -3.102 1.425
F -3.130 -2.284 2.077
F -2.992 -3.896 0.635
F -1.570 -3.775 2.269
C 3.386 1.230 4.035
C 3.680 2.255 3.133
C 3.077 2.283 1.898
C 2.159 1.271 1.570
C 1.856 0.245 2.465
C 2.483 0.233 3.699
N 1.553 1.288 0.297
N 2.051 2.007 -0.592
C 1.424 1.959 -1.811
C 1.898 2.611 -2.927
C 1.198 2.457 -4.122
C 0.064 1.665 -4.161
C -0.364 1.036 -2.997
N 0.301 1.202 -1.860
H 3.874 1.213 5.000
H 4.387 3.027 3.401
H 3.301 3.068 1.190
H 1.189 -0.553 2.193
H 2.276 -0.571 4.392
H 2.796 3.206 -2.853
H 1.549 2.950 -5.019
H -0.490 1.514 -5.075
H -1.224 0.376 -2.968
Cl -3.001 1.359 5.942
C -2.619 1.524 4.295
C -1.546 2.349 3.929
C -1.244 2.488 2.606
C -2.005 1.801 1.608
C -1.722 1.973 0.288
C -3.077 0.957 2.024
C -3.387 0.836 3.350
H -0.991 2.867 4.698
H -0.429 3.135 2.300
H -1.091 2.801 -0.016
H -2.400 1.576 -0.464
H -3.651 0.428 1.274
H -4.210 0.220 3.684
*
```

The calculation puts the LUMO energy at -8.8 eV. For the HOMO-LUMO gap, the calculation gives 6.454 eV. Its maximum force is 1.04 eV/A. For the energy, the calculation gives -89091.9537 eV.



[5]
The following is a DFT calculation (ωB97M-V/def2-TZVPD) of C20H15N5O4SY as an isolated structure.

Structure (ORCA input):
```
! RIJCOSX wB97M-V def2-TZVPD def2/J DEFGRID3
* xyz 1 1
Y 1.559 -0.703 -0.774
S 3.543 0.658 0.141
C 2.478 1.781 1.019
N 3.111 2.820 1.557
N 2.584 3.717 2.304
C 1.319 3.767 2.983
C 0.979 2.773 3.895
C -0.211 2.877 4.590
C -1.053 3.966 4.383
C -0.697 4.958 3.485
C 0.499 4.865 2.782
N 1.140 1.739 1.117
N 0.490 0.826 0.499
C -0.921 0.872 0.602
C -1.605 1.865 1.298
C -2.988 1.837 1.329
C -3.694 0.834 0.677
C -3.013 -0.154 -0.017
C -1.628 -0.136 -0.056
H 3.220 4.479 2.501
H 1.641 1.932 4.054
H -0.479 2.112 5.306
H -1.979 4.042 4.936
H -1.343 5.812 3.331
H 0.785 5.633 2.074
H -1.051 2.643 1.807
H -3.522 2.608 1.870
H -4.775 0.824 0.709
H -3.557 -0.938 -0.527
H -1.126 -0.936 -0.610
O 1.331 -2.831 -0.285
C 1.078 -3.799 -1.043
C 0.879 -3.765 -2.450
C 0.606 -4.998 -3.077
C 0.399 -5.043 -4.423
C 0.450 -3.882 -5.206
C 0.712 -2.670 -4.624
C 0.938 -2.568 -3.237
O 1.189 -1.406 -2.700
N 0.118 -6.337 -5.061
O -0.070 -6.331 -6.257
O 0.068 -7.312 -4.341
H 1.000 -4.785 -0.573
H 0.560 -5.914 -2.502
H 0.279 -3.966 -6.271
H 0.758 -1.766 -5.214
*
```

The calculation puts the LUMO energy (spin up / spin down) at -4.5 / -4.5 eV. For the HOMO-LUMO gap (spin up / spin down), the calculation gives 6.305 / 6.307 eV. Its maximum force is 0.64 eV/A. For the energy, the calculation gives -48494.4923 eV.



[6]
The following is a DFT calculation (ωB97M-V/def2-TZVPD) of C20H16AsCdN5O6S as an isolated structure.

Structure (ORCA input):
```
! RIJCOSX wB97M-V def2-TZVPD def2/J DEFGRID3
* xyz 0 1
Cd 0.732 -0.725 0.249
N -2.373 1.963 -1.649
C -1.814 1.207 -0.692
N -1.379 0.005 -0.866
C -1.418 -0.556 -2.133
N -0.929 -1.729 -2.372
N -0.253 -2.227 -1.284
C -0.248 -3.479 -1.092
C 0.463 -3.999 0.093
C 0.441 -5.350 0.400
C 1.088 -5.779 1.551
C 1.729 -4.848 2.347
C 1.706 -3.512 1.963
N 1.090 -3.101 0.863
C -2.047 0.198 -3.220
C -2.165 -0.304 -4.517
C -2.740 0.462 -5.508
C -3.204 1.747 -5.220
C -3.095 2.263 -3.947
C -2.515 1.482 -2.950
H -2.682 2.894 -1.421
H -1.725 1.659 0.289
H -0.772 -4.165 -1.754
H -0.076 -6.044 -0.248
H 1.086 -6.827 1.821
H 2.241 -5.136 3.254
H 2.194 -2.743 2.550
H -1.792 -1.298 -4.719
H -2.828 0.070 -6.512
H -3.650 2.347 -6.002
H -3.449 3.260 -3.717
O 3.415 1.880 0.267
As 1.992 2.088 -0.766
O 1.612 0.540 -1.320
O 0.731 1.931 0.685
C 0.953 2.562 1.861
C 0.880 3.950 1.950
C 1.095 4.594 3.157
C 1.381 3.865 4.303
C 1.451 2.484 4.227
C 1.244 1.834 3.020
S 1.338 0.068 2.967
O 2.356 -0.265 1.935
O 1.652 -0.405 4.284
O 0.029 -0.387 2.438
H 3.332 1.088 0.830
H 0.659 4.515 1.052
H 1.040 5.675 3.200
H 1.550 4.367 5.246
H 1.672 1.884 5.101
*
```

The calculation puts the LUMO energy at -0.8 eV. For the HOMO-LUMO gap, the calculation gives 7.642 eV. Its maximum force is 0.29 eV/A. For the energy, the calculation gives -116975.8338 eV.



[7]
The following is a DFT calculation (ωB97M-V/def2-TZVPD) of C20H16AsFGaO2PS4 as an isolated structure at a distorted geometry.

Structure (ORCA input):
```
! RIJCOSX wB97M-V def2-TZVPD def2/J DEFGRID3
* xyz -2 1
Ga -0.881 -0.904 2.376
S -4.895 -2.293 1.752
As -3.488 -1.067 0.849
S -1.511 -2.200 0.692
S -2.690 0.453 2.343
S -3.990 -0.151 -0.964
O 2.692 0.409 1.218
C 1.516 0.639 0.971
O 0.508 0.329 1.697
C 1.218 1.518 -0.247
P -0.329 1.068 -1.157
C 0.248 -0.358 -2.142
C -0.724 -1.039 -2.870
C -0.437 -2.223 -3.544
C 0.867 -2.748 -3.490
C 1.835 -2.075 -2.773
C 1.529 -0.904 -2.087
C -0.186 2.409 -2.428
C 0.464 2.356 -3.664
C 0.467 3.434 -4.542
C -0.086 4.644 -4.197
C -0.728 4.733 -2.976
C -0.814 3.626 -2.131
H 2.096 1.552 -0.876
H 1.018 2.499 0.166
H -1.714 -0.635 -2.928
H -1.172 -2.718 -4.148
H 1.104 -3.627 -4.081
H 2.847 -2.483 -2.709
H 2.282 -0.462 -1.480
H 0.953 1.418 -3.902
H 0.893 3.295 -5.520
H -0.074 5.502 -4.878
H -1.191 5.655 -2.692
H -1.323 3.698 -1.169
F 1.249 -2.826 7.803
C 0.720 -2.438 6.598
C -0.010 -1.272 6.516
C -0.489 -0.884 5.252
C -0.226 -1.599 4.087
C 0.477 -2.819 4.254
C 0.969 -3.244 5.491
H -0.157 -0.738 7.411
H -1.056 0.029 5.134
H 0.688 -3.396 3.342
H 1.531 -4.166 5.640
*
```

The calculation puts the LUMO energy at 4.4 eV. For the HOMO-LUMO gap, the calculation gives 6.077 eV. Its maximum force is 1.42 eV/A. For the energy, the calculation gives -193662.7011 eV.



[8]
The following is a DFT calculation (ωB97M-V/def2-TZVPD) of one molecule with the formula C20H16Cl2N2O4 at a distorted geometry.

Structure (ORCA input):
```
! RIJCOSX wB97M-V def2-TZVPD def2/J DEFGRID3
* xyz 0 1
C 1.684 3.754 -0.994
C 3.166 3.479 -1.679
H 3.090 3.161 -2.713
H 3.634 4.389 -1.761
O 3.832 2.480 -1.003
C 3.475 1.252 -0.701
C 2.539 0.503 -1.378
C 2.393 -0.698 -1.463
C 3.043 -1.376 -0.434
C 4.082 -0.768 0.413
C 4.187 0.827 0.243
Cl 5.288 1.577 1.087
H 4.626 -1.433 1.063
C 2.901 -2.766 -0.061
O 3.778 -3.665 -0.111
N 1.508 -3.314 0.070
C 0.434 -2.706 0.079
C 0.304 -1.379 0.782
C -0.733 -0.504 0.660
C -2.037 -1.041 0.240
C -1.995 -2.339 -0.591
C -0.885 -2.950 -0.394
H -0.750 -3.887 -0.993
H -2.906 -2.678 -0.781
N -3.158 -0.142 -0.056
C -4.311 -0.554 -0.350
O -4.667 -1.756 -0.974
C -5.332 0.655 -0.086
C -5.361 1.655 0.733
C -6.526 2.237 0.623
C -7.320 1.510 -0.207
O -6.655 0.307 -0.647
H -8.331 1.472 -0.429
H -6.887 3.087 0.946
H -4.458 2.047 1.112
H -2.991 0.757 0.731
Cl -0.824 0.933 1.361
H 1.209 -0.916 1.471
H 1.458 -4.245 -0.061
H 1.596 -1.114 -1.876
H 2.166 1.051 -2.171
H 0.947 4.515 -1.477
H 0.966 2.789 -0.954
H 1.690 4.053 -0.064
*
```

The calculation puts the LUMO energy at -0.2 eV. For the HOMO-LUMO gap, the calculation gives 7.573 eV. Its maximum force is 14.91 eV/A. For the energy, the calculation gives -57201.7818 eV.